[1]
Here is a molecular structure, C21H51O16P3 at a distorted geometry from the OMol25 dataset. Energies are from ωB97M-V/def2-TZVPD.

```
91
Properties=species:S:1:pos:R:3:forces:R:3:lowdin_charge:R:1
C -3.273868 1.168604 2.156440 -0.2 -2.1 3.9 0.002
C -3.855868 -0.262396 2.067440 1.9 0.5 -2.9 -0.462
O -4.450868 -0.774396 2.958440 -0.8 -0.2 0.9 0.073
C -3.438868 -1.097396 0.808440 -4.5 -1.6 0.7 -0.008
H -3.912868 1.972604 1.914440 -0.8 0.7 -0.5 0.064
H -2.288868 1.259604 1.805440 1.1 0.1 -1.3 0.034
H -3.098868 1.164604 3.290440 -0.4 0.7 -1.3 0.110
H -2.427868 -1.342396 0.844440 1.8 -0.8 0.7 0.024
H -3.513868 -0.640396 -0.183560 -0.7 0.4 0.5 0.061
H -4.197868 -2.071396 0.868440 2.4 2.3 -0.4 0.149
C 5.093132 0.714604 2.998440 0.8 1.9 3.0 -0.023
C 4.524132 2.138604 2.918440 -1.6 0.3 -0.9 -0.479
O 4.281132 2.736604 1.876440 0.8 -0.9 1.1 0.037
C 4.084132 2.728604 4.273440 0.1 -0.1 -0.5 -0.035
H 5.821132 0.834604 3.912440 -1.4 -1.0 -1.5 0.123
H 5.647132 0.416604 2.172440 1.0 -0.2 -1.7 0.043
H 4.316132 -0.029396 3.163440 -0.1 0.2 0.5 0.074
H 4.963132 3.245604 4.739440 -0.9 -0.6 -0.1 0.098
H 3.640132 1.915604 4.874440 0.7 0.3 0.2 0.081
H 3.266132 3.442604 4.112440 0.5 0.1 -0.1 0.074
C 1.954132 -0.578396 0.092440 3.7 -1.7 2.0 -0.040
C 0.844132 0.273604 0.443440 5.0 4.3 2.1 -0.421
O -0.228868 -0.065396 0.107440 -1.0 -4.6 14.7 0.078
C 1.233132 1.765604 0.887440 -2.7 -3.4 1.1 0.040
H 2.556132 -0.214396 -0.766560 -0.6 0.2 1.4 0.040
H 1.691132 -1.643396 -0.098560 -0.2 0.9 0.0 0.111
H 2.719132 -0.624396 0.981440 -1.2 0.2 -1.5 0.127
H 1.566132 2.149604 -0.004560 1.9 1.4 -1.7 0.058
H 1.878132 1.416604 1.663440 1.3 1.2 0.4 0.047
H 0.432132 2.419604 1.283440 0.2 -0.8 -0.2 0.060
C -2.574868 5.695604 2.331440 -1.6 -1.3 4.5 -0.023
C -1.947868 4.454604 1.753440 2.0 -0.1 1.6 -0.481
O -1.117868 3.826604 2.395440 -0.6 0.2 -0.1 0.036
C -2.227868 4.079604 0.347440 8.2 4.9 -0.9 0.014
H -2.084868 6.460604 1.886440 1.1 2.7 -2.0 0.027
H -2.231868 5.941604 3.503440 -1.2 -1.4 -3.0 0.155
H -3.707868 5.781604 2.225440 1.6 -0.1 0.0 0.109
H -2.453868 4.950604 -0.157560 -1.6 1.6 -1.3 0.064
H -2.855868 3.404604 0.453440 -6.2 -6.3 -0.3 -0.019
H -1.258868 3.774604 -0.222560 -1.6 -0.2 1.4 0.144
C -1.032868 1.497604 -5.386560 -0.6 -7.6 12.1 -0.006
O -1.167868 0.056604 -5.307560 0.6 -1.0 -0.8 -0.204
P -1.695868 -0.664396 -3.978560 -2.7 2.2 -0.2 0.417
O -3.039868 -0.113396 -3.679560 0.0 -0.2 0.0 -0.253
O -1.836868 -2.234396 -4.140560 5.4 4.5 4.8 -0.221
C -2.513868 -2.784396 -5.097560 -4.7 0.6 -3.3 -0.191
O -0.746868 -0.280396 -2.769560 1.3 -1.9 -2.5 -0.161
C -1.290868 -0.114396 -1.517560 -2.7 0.3 -2.8 -0.123
H -0.220868 1.723604 -4.770560 1.7 0.5 0.9 0.090
H -1.823868 1.877604 -4.887560 -2.9 1.5 1.4 0.066
H -0.919868 1.914604 -6.147560 1.6 5.0 -12.8 -0.022
H -1.841868 -3.519396 -5.414560 -0.2 -2.1 -1.4 0.071
H -2.825868 -2.057396 -5.932560 0.8 -1.1 0.8 0.124
H -3.470868 -2.955396 -4.570560 -0.1 -1.5 -1.2 0.113
H -0.434868 0.164604 -0.767560 -3.7 2.1 -10.8 -0.138
H -1.905868 -0.890396 -1.018560 1.1 -0.2 -1.1 0.090
H -1.893868 0.735604 -1.552560 -1.4 1.7 0.0 0.084
C 1.235132 -4.787396 -4.083560 -0.7 0.2 0.0 -0.081
O 2.041132 -3.642396 -3.848560 2.1 1.5 0.2 -0.220
P 2.057132 -2.260396 -4.705560 0.7 0.0 -0.2 0.508
O 0.722132 -1.718396 -4.926560 0.0 -0.1 0.0 -0.222
O 3.081132 -1.156396 -3.987560 -0.9 -2.5 1.1 -0.216
C 2.976132 -1.006396 -2.494560 -1.3 -2.5 -0.8 -0.100
O 2.815132 -2.614396 -6.099560 -0.3 -1.5 2.4 -0.215
C 2.491132 -1.991396 -7.290560 1.6 1.1 -3.4 -0.155
H 1.688132 -5.562396 -4.697560 0.1 0.6 -0.6 0.096
H 0.303132 -4.370396 -4.378560 -1.0 -0.2 -1.3 0.061
H 0.930132 -5.326396 -3.200560 0.7 0.3 1.1 0.085
H 3.370132 -1.942396 -1.864560 -1.0 1.8 -1.8 0.145
H 1.904132 -0.756396 -2.223560 1.3 -0.7 -0.9 0.077
H 3.572132 -0.186396 -2.204560 0.9 1.0 -0.3 0.062
H 1.455132 -1.751396 -7.483560 -0.4 0.0 0.6 0.078
H 2.879132 -2.478396 -8.297560 -0.7 -0.1 2.5 0.126
H 3.115132 -1.101396 -7.299560 -0.4 0.7 -0.2 0.080
C 0.084132 1.168604 4.021440 -0.1 5.1 -0.2 -0.150
O 0.606132 -0.021396 4.647440 -2.4 1.8 0.1 -0.186
P -0.392868 -1.282396 4.888440 1.6 -1.0 4.2 0.331
O 0.314132 -2.233396 5.762440 -0.1 0.2 0.2 -0.249
O -1.834868 -0.941396 5.503440 0.8 2.6 -2.0 -0.236
C -2.767868 -1.891396 5.970440 2.1 -4.5 -1.4 -0.109
O -0.509868 -1.846396 3.500440 -1.9 -1.1 -4.4 -0.206
C 0.443132 -2.813396 2.968440 0.0 0.2 4.9 -0.019
H 0.846132 2.080604 3.821440 -0.6 -2.9 0.6 0.115
H -0.692868 1.931604 4.492440 1.1 -2.4 0.6 0.116
H -0.429868 1.111604 3.070440 0.3 -1.3 -0.5 0.029
H -3.675868 -1.530396 6.380440 0.0 1.3 1.4 0.064
H -2.005868 -2.621396 6.554440 -2.8 1.2 -0.7 0.136
H -3.290868 -2.461396 5.103440 1.5 0.6 0.9 0.105
H 0.313132 -3.734396 3.616440 0.9 1.2 -0.5 0.123
H 1.374132 -2.275396 3.015440 0.8 -0.6 0.2 0.086
H 0.286132 -3.133396 2.031440 -1.4 -0.3 -3.6 0.037
```
Forces are in eV/Å.

The calculation puts the HOMO-LUMO gap at 7.9757 eV. Its HOMO energy is -7.66 eV. The calculation puts the relative energy (zero: lowest compared OMol25 entry of this formula, charge and spin) at 512.0 kJ/mol. The total energy is -83220.628 eV. The charge is 0.

---

[2]
Here is 11 unconnected molecules or ions with the total composition C21H52BN21O15 at a distorted geometry from the OMol25 dataset. Energies are from ωB97M-V/def2-TZVPD.

```
110
Properties=species:S:1:pos:R:3:forces:R:3:lowdin_charge:R:1
O 2.297102 3.305643 -1.393121 -0.9 -7.1 3.7 -0.021
C 1.990979 2.124850 -0.849594 -1.9 2.7 -2.1 -0.284
C 0.494972 1.491107 -1.069409 -1.6 -2.3 0.8 -0.046
C -0.820118 2.099363 -1.836479 -0.2 -4.0 2.0 0.030
C -2.176543 1.163401 -1.857738 4.3 -1.1 2.2 0.007
C -2.132143 -0.327306 -1.106779 2.0 1.7 -0.1 -0.099
C -3.576616 -1.167832 -1.171856 0.4 0.8 -0.4 -0.084
B -4.632248 -0.249478 -0.248375 -0.5 0.0 1.4 -0.406
O -5.381494 0.910725 -0.836424 3.7 -0.7 2.7 -0.018
O -4.789302 -0.581117 1.201238 0.8 3.1 -2.8 0.034
C -0.782431 -0.917177 -0.334361 0.3 4.0 -1.6 0.077
C 0.549842 0.038187 -0.311304 -3.3 1.7 -2.0 0.006
C 2.034919 -0.139925 0.359981 -0.7 -2.7 1.6 -0.170
O 2.408806 -1.187561 1.098834 -1.8 6.9 -4.8 -0.002
N 2.782560 1.142568 -0.014730 -1.1 0.0 -2.3 0.004
C 4.118447 0.934598 -0.693874 3.1 -0.7 0.1 -0.130
C 5.298403 0.736565 0.474560 -1.4 0.3 -1.2 -0.180
O 5.934697 2.077771 0.645312 -2.0 -1.0 0.1 -0.149
H -0.798870 3.159660 -2.332772 0.0 -2.4 1.1 0.105
H -3.158812 1.554494 -2.360101 2.1 -1.0 1.0 0.102
H -3.946400 -1.130591 -2.300386 0.9 -0.3 2.4 0.125
H -3.472023 -2.263424 -0.773772 0.0 2.2 -0.8 0.116
H -4.898806 1.718359 -0.438740 -1.4 -1.5 -0.9 0.141
H -4.809554 0.319334 1.682004 -0.4 -2.2 -0.9 0.127
H -0.762165 -1.965190 0.192787 -0.2 2.4 -1.2 0.113
H 4.482896 1.880909 -1.320639 -1.3 -1.9 1.5 0.149
H 4.114689 0.028261 -1.469862 -0.3 1.9 1.9 0.119
H 6.036575 -0.065269 0.043458 -1.5 2.3 1.4 0.079
H 4.753281 0.421717 1.462274 1.3 0.5 -1.9 0.101
H 5.189543 2.672303 0.974850 1.5 -1.3 -0.3 0.089
N 3.158610 -0.884816 -5.463734 0.4 -0.6 -0.8 0.172
C 3.262775 -0.420595 -4.204744 -0.7 -0.3 0.1 -0.704
N 2.122470 0.100389 -3.714899 -0.5 0.4 0.8 0.197
O 4.300144 -0.467811 -3.563534 0.5 -0.3 0.2 -0.007
H 2.306565 -0.848612 -5.996929 0.2 0.1 0.0 0.110
H 3.986961 -1.287020 -5.880152 -0.3 0.1 0.0 0.120
H 2.145655 0.463818 -2.772144 -0.2 -0.1 -0.4 0.066
H 1.264868 0.141964 -4.238536 0.1 0.0 0.2 0.109
N -7.137196 1.185410 -2.776274 0.8 -0.2 0.3 0.146
C -7.772490 1.983472 -3.654285 -0.2 0.2 -0.3 -0.721
N -8.993254 1.544269 -4.012764 -1.1 0.2 -0.5 0.157
O -7.284491 3.014840 -4.087472 0.3 0.4 -0.1 0.006
H -7.534270 0.334499 -2.415899 0.1 0.2 0.0 0.101
H -6.215695 1.469224 -2.473577 -0.6 -0.3 -0.1 0.068
H -9.514169 2.107066 -4.671028 0.2 -0.3 0.2 0.109
H -9.400386 0.695380 -3.659161 -0.1 -0.2 -0.2 0.048
N 8.934788 -2.738961 -0.188186 0.5 -0.9 1.0 0.152
C 8.241204 -1.764577 -0.805377 -0.4 0.4 0.1 -0.682
N 8.512964 -1.643376 -2.118056 0.0 0.5 -1.2 0.161
O 7.436523 -1.053271 -0.225681 0.6 -0.5 -0.1 0.020
H 9.599060 -3.328142 -0.660622 -0.1 0.1 0.1 0.097
H 8.768471 -2.872768 0.799626 0.1 0.1 -0.4 0.112
H 8.018745 -0.925702 -2.630011 0.1 -0.3 0.1 0.116
H 9.174893 -2.226532 -2.600947 -0.1 0.1 0.1 0.098
N 3.444574 1.499447 4.936609 -1.1 -0.8 0.2 0.167
C 4.559652 2.012877 4.384886 0.3 0.0 -0.3 -0.693
N 5.187852 2.918987 5.156895 0.8 0.9 0.3 0.164
O 4.965550 1.685646 3.281400 -0.1 0.0 0.0 0.023
H 3.105313 1.765219 5.845374 0.0 0.0 -0.3 0.088
H 2.933744 0.813553 4.398148 0.1 0.1 0.2 0.111
H 6.031864 3.336252 4.789554 -0.3 -0.2 0.2 0.114
H 4.858099 3.192470 6.066771 0.2 0.0 0.1 0.073
N 4.434788 -4.148997 4.871312 0.6 -1.1 1.2 0.139
C 3.741204 -3.174612 4.254121 -0.4 0.6 -0.3 -0.721
N 4.012964 -3.053412 2.941443 -0.1 0.3 -0.9 0.167
O 2.936523 -2.463307 4.833817 -0.1 0.1 0.3 0.012
H 5.099060 -4.738177 4.398876 -0.1 0.1 0.1 0.093
H 4.268471 -4.282803 5.859124 0.1 0.0 -0.4 0.105
H 3.518745 -2.335738 2.429488 0.2 -0.1 0.0 0.061
H 4.674893 -3.636568 2.458551 -0.1 0.2 0.1 0.099
N -11.701926 -2.710933 -2.693162 0.1 0.1 -0.6 0.140
C -11.431774 -1.433172 -3.018356 0.0 -0.9 -0.1 -0.703
N -12.232770 -0.532423 -2.419419 -0.6 1.4 0.4 0.152
O -10.538929 -1.118808 -3.788756 0.6 0.5 -0.3 0.004
H -12.436246 -2.975959 -2.059030 0.4 -0.1 -0.2 0.065
H -11.129238 -3.428448 -3.115701 -0.3 0.2 0.3 0.110
H -12.072546 0.443129 -2.629261 -0.1 -0.3 0.1 0.107
H -12.969922 -0.785572 -1.783867 0.2 0.1 -0.1 0.100
N -12.867217 -6.702240 -1.070482 -1.0 -0.5 -0.6 0.158
C -11.998934 -5.735229 -0.720650 -0.1 0.1 0.0 -0.680
N -11.049365 -6.135999 0.145012 1.0 0.1 0.7 0.159
O -12.066660 -4.595002 -1.150545 -0.1 -0.4 0.4 0.004
H -12.816376 -7.643435 -0.719547 0.0 0.2 -0.1 0.101
H -13.601396 -6.454331 -1.719219 0.2 -0.1 0.2 0.116
H -10.370783 -5.447949 0.440850 -0.2 -0.3 -0.1 0.117
H -10.988646 -7.074025 0.502540 0.0 0.2 -0.1 0.101
N 5.418719 1.370360 -5.212572 -0.1 -0.5 0.3 0.166
C 5.504742 1.851303 -6.466647 -0.2 -0.4 0.1 -0.717
N 6.133807 3.037694 -6.558413 0.6 1.3 -0.7 0.144
O 5.052029 1.263339 -7.435596 -0.1 -0.2 -0.3 0.009
H 5.789843 1.850322 -4.410393 -0.1 -0.2 -0.1 0.105
H 4.955057 0.481175 -5.087252 0.6 0.5 0.2 0.038
H 6.225862 3.444229 -7.479098 0.0 -0.1 0.4 0.108
H 6.508775 3.526692 -5.763627 -0.1 -0.1 -0.2 0.096
N -0.974650 5.070265 2.913753 -0.9 0.9 0.9 0.145
C -0.364965 3.989171 2.393244 0.1 -0.8 0.1 -0.721
N 0.422801 4.258366 1.335592 0.7 -0.2 -1.0 0.170
O -0.513411 2.863524 2.840900 -0.1 -0.1 0.1 0.017
H -0.856137 6.000116 2.549172 0.0 -0.2 0.1 0.096
H -1.578597 4.923798 3.710706 0.2 0.1 -0.3 0.109
H 0.904896 3.480842 0.906120 -0.1 0.4 0.1 0.072
H 0.548896 5.183714 0.962448 0.1 -0.2 0.0 0.103
N 4.801310 0.768981 8.502809 -1.0 -0.5 -0.5 0.161
C 5.669592 1.735993 8.852641 -0.1 0.4 -0.3 -0.712
N 6.619161 1.335222 9.718303 1.1 0.1 0.9 0.149
O 5.601866 2.876219 8.422746 -0.1 0.2 -0.1 0.014
H 4.852150 -0.172214 8.853744 -0.1 0.2 -0.2 0.101
H 4.067131 1.016890 7.854072 0.3 -0.3 0.2 0.094
H 7.297743 2.023272 10.014141 -0.2 -0.3 -0.1 0.112
H 6.679880 0.397197 10.075831 0.0 0.2 -0.1 0.097
```
Forces are in eV/Å.

The calculation puts the HOMO-LUMO gap at 7.0254 eV. Its HOMO energy is -8.41 eV. The SMILES is O=C1c2ccc(CB(O)O)cc2C(=O)N1CCO.NC(N)=O.NC(N)=O.NC(N)=O.NC(N)=O.NC(N)=O.NC(N)=O.NC(N)=O.NC(N)=O.NC(N)=O.NC(N)=O. The total energy is -85302.250 eV. The charge is 0.